Molecular formula: C17H25NO4
Method: DFT, ωB97M-V/def2-TZVPD

Last column: Löwdin charge in e.
Positions of all 47 atoms, in Å:
C (-1.923, -4.403, -1.837)  -0.10
C (-2.651, -4.509, -0.642)  -0.63
C (-3.787, -5.403, -0.661)  -0.13
C (-2.794, -3.407, 0.302)  -0.23
C (-3.625, -2.584, -0.311)  -0.24
O (-3.790, -1.293, 0.430)  -0.09
C (-3.124, -0.147, 0.455)  -0.22
C (-1.877, -0.343, -0.373)  0.07
C (-1.073, 0.886, -0.468)  0.07
C (-1.174, 1.908, 0.671)  -0.06
C (-0.345, 3.121, 0.548)  -0.39
O (-0.479, 3.964, 1.435)  0.05
C (1.016, 2.938, -0.125)  -0.16
C (2.054, 2.061, 0.706)  -0.07
N (3.199, 1.944, -0.529)  0.04
C (4.078, 1.252, 0.339)  -0.40
C (5.245, 1.628, 1.119)  -0.07
C (4.884, 0.391, -0.919)  -0.52
O (5.863, -0.046, -0.807)  0.23
O (4.217, 0.666, -2.038)  0.21
C (-2.438, 1.910, 1.517)  0.05
C (-3.173, 0.783, 1.492)  -0.02
H (-1.123, -3.837, -1.796)  0.02
H (-1.730, -5.417, -2.497)  0.16
H (-2.659, -3.792, -2.556)  0.13
H (-1.916, -5.274, 0.067)  0.20
H (-4.229, -5.578, 0.422)  0.13
H (-4.498, -4.927, -1.497)  0.12
H (-3.536, -6.407, -1.304)  0.13
H (-1.678, -2.872, 0.318)  0.20
H (-3.227, -3.753, 1.304)  0.17
H (-3.482, -2.085, -1.248)  0.13
H (-4.795, -2.777, -0.165)  0.20
H (-1.532, -1.093, -0.890)  0.03
H (-0.313, 0.814, -0.883)  -0.05
H (0.828, 2.681, -1.165)  0.11
H (1.519, 3.992, -0.110)  0.14
H (1.470, 1.146, 0.495)  0.10
H (2.200, 2.410, 1.814)  0.17
H (3.492, 2.874, -0.400)  0.09
H (3.671, 0.367, 0.703)  0.12
H (4.792, 2.162, 2.232)  0.15
H (5.644, 2.598, 0.782)  0.08
H (6.005, 0.963, 1.381)  0.06
H (3.513, 0.971, -1.896)  -0.12
H (-2.417, 2.576, 2.197)  0.04
H (-4.081, 0.569, 1.970)  0.11

Net charge = 0
Structure (SMILES) = CC(C)CCOc1ccc(C(=O)CCN[C@H](C)C(=O)O)cc1
ΔE to the lowest compared entry with this formula, charge and spin = 17.4446 eV